Formula: C3H6N4O2
Source: the OMol25 dataset
Level of theory: ωB97M-V/def2-TZVPD

ORCA input file:
```
! wB97M-V def2-TZVPD RIJCOSX def2/J DEFGRID3
* xyz 0 1
H 3.049 -0.039 -0.124
N 2.587 -0.886 0.073
C 1.396 -0.664 -0.348
N 0.456 -1.571 -0.169
C -0.783 -0.899 0.080
O -1.880 -1.611 0.005
C -0.591 0.413 -0.198
N -1.638 1.309 -0.087
N 0.694 0.474 -0.582
O 1.034 1.739 0.173
H 0.614 -2.328 0.471
H -2.612 -1.033 0.340
H -2.182 1.523 -1.018
H -0.861 2.099 0.331
H 0.718 1.475 1.055
*
```

Computed properties:
LUMO level = 0.43 eV
energy above the lowest of the compared OMol25 structures with the same formula, charge and spin = 531.2 kJ/mol
frontier orbital gap = 0.3047 Ha
HOMO = -7.864 eV
structure (SMILES) = [H]/N=c1/[nH]c(O)c(N)n1O


Formula: C3H6N4S
Source: the OMol25 dataset
Level of theory: ωB97M-V/def2-TZVPD

ORCA input file:
```
! wB97M-V def2-TZVPD RIJCOSX def2/J DEFGRID3
* xyz 0 1
H -2.788 -0.184 -0.280
N -2.629 -1.109 0.066
C -1.405 -1.316 0.248
N -0.293 -0.421 0.087
C 0.942 -0.999 0.014
S 2.407 -0.312 -0.231
C -0.535 0.979 -0.039
N 0.236 1.758 0.793
N -1.489 1.354 -0.788
H -1.641 2.353 -0.710
H -1.090 -2.327 0.597
H 0.854 -2.097 0.123
H 1.162 1.431 0.995
H 0.213 2.740 0.525
*
```

Computed properties:
LUMO level = -0.17 eV
energy above the lowest of the compared OMol25 structures with the same formula, charge and spin = 88.3 kJ/mol
frontier orbital gap = 0.3308 Ha
HOMO = -9.172 eV
structure (SMILES) = [H]/N=C\N(C=S)/C(N)=N/[H]


Formula: C3H6N4S
Source: the OMol25 dataset
Level of theory: ωB97M-V/def2-TZVPD

ORCA input file:
```
! wB97M-V def2-TZVPD RIJCOSX def2/J DEFGRID3
* xyz 0 1
C -0.012 0.370 -0.327
C 1.210 -0.436 -0.389
C 0.883 -1.697 -0.198
H 0.757 2.113 0.403
H -1.287 2.038 0.197
H 2.962 0.129 1.141
H 1.510 -2.554 0.360
H -2.245 0.879 0.798
H -2.707 0.124 -0.955
N -0.258 1.766 -0.358
N -0.467 -1.883 -0.151
N -0.944 -0.644 -0.431
N -2.358 -0.235 0.098
S 2.955 0.031 -0.188
*
```

Computed properties:
LUMO level = -0.20 eV
energy above the lowest of the compared OMol25 structures with the same formula, charge and spin = 653.4 kJ/mol
frontier orbital gap = 0.3060 Ha
HOMO = -8.530 eV


Formula: C3H6N4SSe4Zn
Source: the OMol25 dataset
Level of theory: ωB97M-V/def2-TZVPD

ORCA input file:
```
! wB97M-V def2-TZVPD RIJCOSX def2/J DEFGRID3
* xyz 0 1
Zn -1.773 1.991 -0.228
C 1.811 -1.910 -0.240
C 1.116 -1.172 0.840
N 1.074 -1.505 2.085
N 0.337 -0.518 2.682
C -0.088 0.421 1.832
S -0.984 1.798 2.155
N 0.427 0.013 0.648
N 0.173 0.714 -0.514
H 2.267 -2.798 0.189
H 2.588 -1.291 -0.690
H 1.112 -2.210 -1.022
H 0.126 -0.565 3.663
H 0.974 1.262 -0.812
H -0.144 0.111 -1.269
Se -1.063 3.385 -2.129
Se -2.477 2.213 -3.578
Se -2.260 0.003 -2.877
Se -3.217 0.057 -0.737
*
```

Computed properties:
LUMO level = -0.07 eV
energy above the lowest of the compared OMol25 structures with the same formula, charge and spin = 7.9 kJ/mol
frontier orbital gap = 0.2728 Ha
HOMO = -7.493 eV


- What is the HOMO in the second record?
  -9.172 eV


What did the second record say?
Formula: C3H6N4S
Source: the OMol25 dataset
Level of theory: ωB97M-V/def2-TZVPD

ORCA input file:
```
! wB97M-V def2-TZVPD RIJCOSX def2/J DEFGRID3
* xyz 0 1
H -2.788 -0.184 -0.280
N -2.629 -1.109 0.066
C -1.405 -1.316 0.248
N -0.293 -0.421 0.087
C 0.942 -0.999 0.014
S 2.407 -0.312 -0.231
C -0.535 0.979 -0.039
N 0.236 1.758 0.793
N -1.489 1.354 -0.788
H -1.641 2.353 -0.710
H -1.090 -2.327 0.597
H 0.854 -2.097 0.123
H 1.162 1.431 0.995
H 0.213 2.740 0.525
*
```

Computed properties:
LUMO level = -0.17 eV
energy above the lowest of the compared OMol25 structures with the same formula, charge and spin = 88.3 kJ/mol
frontier orbital gap = 0.3308 Ha
HOMO = -9.172 eV
structure (SMILES) = [H]/N=C\N(C=S)/C(N)=N/[H]


- Which formula does entry 4 have?
  C3H6N4SSe4Zn


- Which formula does entry 4 have?
  C3H6N4SSe4Zn